Computed, not measured: a cluster of 6 separate species, C46H100N3O5P in total, with wB97M-V/def2-TZVPD.

```
155
Properties=species:S:1:pos:R:3:lowdin_charge:R:1
C 2.880 -7.252 -4.216 -0.091
C 1.784 -6.446 -4.918 -0.252
C 0.814 -5.789 -3.945 -0.177
C -0.451 -5.426 -4.723 -0.129
N -1.551 -4.817 -3.913 -0.283
C -1.213 -3.399 -3.565 -0.114
C -2.533 -2.742 -3.281 -0.145
C -3.530 -3.444 -4.206 -0.129
C -2.799 -4.684 -4.731 -0.091
C -1.835 -5.574 -2.675 0.049
H 2.420 -7.886 -3.451 0.075
H 3.644 -6.621 -3.766 0.067
H 3.353 -7.979 -4.881 0.073
H 1.228 -7.144 -5.566 0.111
H 2.201 -5.736 -5.644 0.111
H 1.227 -4.824 -3.628 0.102
H 0.604 -6.423 -3.091 0.096
H -0.913 -6.335 -5.123 0.143
H -0.210 -4.742 -5.533 0.135
H -0.508 -3.380 -2.740 0.119
H -0.742 -2.982 -4.459 0.140
H -2.794 -2.932 -2.236 0.108
H -2.490 -1.659 -3.352 0.122
H -4.499 -3.671 -3.768 0.117
H -3.760 -2.796 -5.056 0.117
H -3.353 -5.612 -4.661 0.140
H -2.450 -4.488 -5.742 0.134
H -1.881 -6.624 -2.975 0.130
H -2.838 -5.311 -2.352 0.113
H -1.100 -5.403 -1.907 0.094
C -4.143 -2.619 1.501 -0.104
C -4.091 -4.132 1.475 -0.237
C -3.442 -4.770 2.722 -0.176
C -2.010 -4.408 2.807 -0.178
N -1.296 -4.992 3.956 -0.267
C 0.127 -4.610 3.869 -0.124
C 0.894 -5.681 4.663 -0.123
C -0.002 -6.947 4.648 -0.113
C -1.311 -6.509 3.985 -0.076
C -1.869 -4.435 5.217 0.035
H -3.169 -2.142 1.565 0.057
H -4.813 -2.292 2.304 0.079
H -4.636 -2.220 0.604 0.074
H -3.572 -4.504 0.587 0.104
H -5.115 -4.507 1.391 0.110
H -3.517 -5.855 2.573 0.122
H -3.993 -4.539 3.639 0.119
H -1.786 -3.338 2.821 0.130
H -1.458 -4.723 1.917 0.120
H 0.293 -3.581 4.163 0.136
H 0.447 -4.715 2.830 0.115
H 0.961 -5.411 5.729 0.107
H 1.919 -5.889 4.375 0.108
H -0.211 -7.269 5.669 0.112
H 0.454 -7.771 4.113 0.120
H -2.263 -6.816 4.405 0.128
H -1.320 -6.767 2.925 0.122
H -1.048 -4.240 5.908 0.107
H -2.553 -5.152 5.647 0.106
H -2.315 -3.468 5.018 0.113
C 1.947 -0.972 -3.094 -0.086
C 3.112 -1.961 -3.355 -0.229
C 4.031 -2.116 -2.180 -0.193
C 3.395 -2.865 -1.029 -0.137
N 4.196 -2.931 0.199 -0.276
C 5.457 -3.720 -0.019 -0.088
C 5.902 -4.163 1.370 -0.132
C 4.622 -4.190 2.222 -0.126
C 3.515 -3.726 1.291 -0.089
C 4.430 -1.564 0.769 0.051
H 1.213 -1.358 -2.389 0.041
H 1.453 -0.733 -4.034 0.073
H 2.344 -0.041 -2.674 0.078
H 3.673 -1.620 -4.222 0.114
H 2.683 -2.943 -3.593 0.100
H 4.373 -1.117 -1.852 0.111
H 4.996 -2.572 -2.429 0.119
H 3.308 -3.915 -1.328 0.134
H 2.392 -2.548 -0.735 0.133
H 6.138 -3.128 -0.624 0.135
H 5.141 -4.573 -0.620 0.146
H 6.651 -3.489 1.785 0.115
H 6.389 -5.132 1.281 0.123
H 4.789 -3.527 3.061 0.112
H 4.417 -5.209 2.523 0.119
H 2.760 -3.061 1.710 0.115
H 3.009 -4.565 0.810 0.135
H 4.941 -1.666 1.716 0.107
H 3.435 -1.147 0.939 0.116
H 4.947 -0.931 0.059 0.098
C -4.708 7.160 -2.476 -0.097
C -4.201 7.568 -1.104 -0.264
C -2.688 7.531 -1.034 -0.265
C -2.189 8.104 0.290 -0.267
P -0.399 8.054 0.515 0.989
C 0.124 6.321 0.394 -0.268
C -0.443 5.329 1.385 -0.264
C -0.215 3.873 0.968 -0.268
C -0.883 2.906 1.918 -0.101
C 0.432 8.879 -0.841 -0.268
C -0.116 10.276 -1.132 -0.275
C 0.793 11.037 -2.063 -0.276
C 0.286 12.437 -2.407 -0.091
C 0.044 8.799 2.084 -0.260
C -0.656 8.256 3.340 -0.236
C -0.281 9.021 4.635 -0.247
C 0.860 8.385 5.389 -0.108
H -4.632 7.987 -3.179 0.080
H -5.722 6.772 -2.454 0.077
H -4.087 6.342 -2.859 0.077
H -4.571 6.880 -0.336 0.117
H -4.541 8.568 -0.824 0.117
H -2.222 8.040 -1.887 0.114
H -2.317 6.500 -1.115 0.112
H -2.611 7.524 1.113 0.098
H -2.412 9.178 0.367 0.114
H 1.210 6.348 0.575 0.116
H -0.039 6.023 -0.642 0.099
H -1.539 5.446 1.447 0.111
H -0.083 5.443 2.406 0.108
H 0.866 3.673 0.947 0.116
H -0.521 3.697 -0.070 0.112
H -0.208 2.579 2.702 0.082
H -1.256 2.013 1.418 0.056
H -1.792 3.365 2.321 0.078
H 0.213 8.261 -1.724 0.108
H 1.514 8.890 -0.716 0.113
H -0.225 10.840 -0.189 0.111
H -1.123 10.260 -1.556 0.115
H 0.704 10.478 -3.014 0.119
H 1.852 10.940 -1.825 0.114
H 1.051 13.022 -2.900 0.077
H 0.026 12.993 -1.497 0.078
H -0.642 12.331 -2.964 0.079
H -0.081 9.883 1.986 0.102
H 1.122 8.637 2.228 0.113
H -0.515 7.175 3.393 0.087
H -1.750 8.287 3.202 0.108
H -1.181 9.019 5.249 0.111
H -0.048 10.059 4.395 0.111
H 1.217 9.074 6.162 0.081
H 1.744 8.255 4.755 0.074
H 0.589 7.449 5.867 0.078
C -0.182 -0.591 0.053 -0.020
C -0.159 -2.041 0.579 -0.742
O 0.477 -2.246 1.641 -0.073
O -0.781 -2.939 -0.060 -0.074
H 0.736 -0.425 -0.512 0.044
H -0.273 0.119 0.873 0.044
H -1.038 -0.378 -0.593 0.070
O 1.076 -5.128 -0.731 -0.042
C 0.808 -6.409 -0.215 -0.796
O 0.070 -6.399 0.818 -0.065
O 1.327 -7.346 -0.855 -0.027
H 0.663 -4.476 -0.116 0.057
```

Gap between HOMO and LUMO ... 0.278 Ha
Energy relative to the best compared isomer or geometry (same formula, charge and spin) ... 0.000 eV
F_max ... 0.04363 hartree/bohr
Charge ... +2
HOMO level ... -10.8 eV

***

Computed, not measured: a cluster of 7 separate species, C46H101BF4N5O3 in total, with wB97M-V/def2-TZVPD.

```
160
Properties=species:S:1:pos:R:3:lowdin_charge:R:1
C -3.703 5.818 -4.709 -0.112
C -2.275 6.176 -4.845 -0.237
C -2.100 7.727 -4.743 -0.150
N -0.692 8.206 -4.435 -0.223
C -0.866 9.795 -4.767 -0.043
C 0.435 10.518 -4.522 -0.167
C 1.555 10.017 -5.469 -0.155
C 1.644 8.456 -5.447 -0.167
C 0.315 7.632 -5.439 -0.096
C -0.334 7.763 -3.026 0.044
H -4.296 6.172 -3.866 0.089
H -3.711 4.737 -4.570 0.089
H -4.294 5.969 -5.612 0.087
H -1.889 5.685 -5.738 0.119
H -1.656 5.718 -4.073 0.107
H -2.780 8.165 -4.012 0.130
H -2.517 8.129 -5.666 0.132
H -1.159 9.852 -5.815 0.137
H -1.633 10.116 -4.062 0.136
H 0.311 11.599 -4.594 0.128
H 0.775 10.340 -3.502 0.107
H 1.258 10.075 -6.516 0.110
H 2.550 10.454 -5.387 0.120
H 2.193 8.115 -6.325 0.116
H 2.310 8.153 -4.638 0.106
H -0.127 7.675 -6.434 0.136
H 0.621 6.598 -5.284 0.134
H 0.043 6.741 -3.014 0.112
H -1.157 7.942 -2.334 0.120
H 0.530 8.392 -2.811 0.090
C -10.397 -8.710 -5.247 -0.076
C -9.699 -7.467 -4.565 -0.224
C -10.733 -6.351 -4.253 -0.075
N -10.181 -5.227 -3.288 -0.236
C -8.902 -4.610 -3.777 -0.124
C -8.429 -3.365 -3.024 -0.182
C -9.488 -2.297 -3.012 -0.173
C -10.783 -2.934 -2.450 -0.150
C -11.241 -4.141 -3.276 -0.122
C -10.067 -5.687 -1.785 0.068
H -9.618 -9.471 -5.299 0.079
H -10.608 -8.388 -6.267 0.073
H -11.360 -9.029 -4.848 0.077
H -8.886 -7.205 -5.242 0.106
H -9.155 -7.835 -3.695 0.095
H -11.682 -6.762 -3.907 0.136
H -10.902 -5.824 -5.192 0.132
H -8.959 -4.212 -4.790 0.143
H -8.071 -5.313 -3.833 0.132
H -7.458 -2.937 -3.271 0.133
H -8.183 -3.643 -1.999 0.112
H -9.521 -1.621 -3.867 0.124
H -9.182 -1.569 -2.261 0.123
H -11.641 -2.265 -2.516 0.124
H -10.771 -3.098 -1.372 0.123
H -11.407 -3.770 -4.287 0.142
H -12.029 -4.732 -2.809 0.130
H -9.481 -6.571 -2.040 0.085
H -11.009 -6.050 -1.373 0.117
H -9.467 -5.074 -1.113 0.107
C 3.187 -4.334 1.012 -0.078
C 3.115 -4.470 -0.564 -0.190
C 3.637 -5.901 -1.090 -0.114
N 3.097 -6.269 -2.436 -0.271
C 3.671 -5.275 -3.527 -0.058
C 3.627 -5.781 -4.994 -0.157
C 4.281 -7.151 -5.199 -0.165
C 3.692 -8.176 -4.159 -0.132
C 3.696 -7.619 -2.664 -0.116
C 1.606 -6.357 -2.674 0.052
H 4.246 -4.275 1.264 0.072
H 2.730 -5.150 1.573 0.070
H 2.601 -3.489 1.372 0.081
H 3.820 -3.729 -0.941 0.097
H 2.119 -4.229 -0.935 0.097
H 3.112 -6.482 -0.332 0.131
H 4.724 -5.826 -1.065 0.141
H 4.741 -5.181 -3.340 0.134
H 3.110 -4.356 -3.357 0.134
H 4.059 -5.006 -5.627 0.127
H 2.580 -5.891 -5.278 0.106
H 5.311 -7.150 -4.840 0.108
H 4.242 -7.540 -6.216 0.123
H 4.162 -9.157 -4.230 0.120
H 2.680 -8.351 -4.522 0.099
H 4.771 -7.459 -2.572 0.121
H 3.459 -8.318 -1.862 0.141
H 1.263 -7.150 -2.009 0.122
H 1.369 -6.601 -3.710 0.100
H 1.247 -5.350 -2.464 0.104
C 0.778 -2.264 11.822 -0.066
C -0.365 -1.248 11.431 -0.224
C -0.275 -0.778 9.996 -0.134
N -1.393 0.219 9.501 -0.236
C -0.937 0.769 8.086 -0.060
C -1.856 1.961 7.641 -0.127
C -2.210 3.135 8.709 -0.124
C -2.552 2.420 10.031 -0.167
C -1.555 1.374 10.474 -0.118
C -2.678 -0.544 9.319 0.025
H 0.571 -3.197 11.298 0.074
H 0.806 -2.428 12.899 0.082
H 1.756 -2.025 11.405 0.071
H -0.370 -0.367 12.073 0.100
H -1.303 -1.783 11.581 0.111
H -0.414 -1.673 9.389 0.124
H 0.749 -0.597 9.668 0.132
H 0.021 1.191 8.387 0.117
H -0.781 -0.050 7.384 0.138
H -1.568 2.342 6.661 0.120
H -2.775 1.414 7.428 0.095
H -1.206 3.560 8.691 0.100
H -2.902 3.916 8.395 0.119
H -2.699 3.139 10.837 0.128
H -3.510 1.936 9.840 0.116
H -0.600 1.695 10.890 0.148
H -2.084 0.858 11.275 0.122
H -3.417 0.082 8.818 0.100
H -3.063 -0.790 10.309 0.113
H -2.487 -1.405 8.679 0.120
C 13.823 1.939 -0.622 -0.073
C 12.585 2.355 0.229 -0.225
C 11.259 2.234 -0.500 -0.067
N 9.910 2.607 0.357 -0.244
C 9.981 3.986 0.983 -0.075
C 8.662 4.319 1.751 -0.149
C 7.503 4.328 0.743 -0.188
C 7.423 3.045 -0.027 -0.171
C 8.761 2.524 -0.649 -0.110
C 9.585 1.511 1.393 0.043
H 13.847 0.923 -1.018 0.075
H 14.738 2.089 -0.050 0.082
H 13.989 2.525 -1.526 0.081
H 12.830 3.376 0.524 0.106
H 12.421 1.913 1.211 0.103
H 11.176 1.212 -0.869 0.134
H 11.068 2.944 -1.305 0.123
H 10.083 4.643 0.120 0.141
H 10.832 4.025 1.663 0.134
H 8.579 5.278 2.264 0.125
H 8.510 3.692 2.630 0.105
H 7.657 5.217 0.131 0.122
H 6.483 4.473 1.101 0.126
H 6.713 3.077 -0.854 0.124
H 6.913 2.249 0.516 0.118
H 9.057 3.236 -1.419 0.125
H 8.685 1.543 -1.118 0.135
H 9.342 0.643 0.779 0.111
H 8.821 1.894 2.069 0.089
H 10.487 1.352 1.985 0.099
B -7.453 -0.561 4.235 -1.526
F -8.388 -1.011 3.394 0.157
F -7.547 0.788 4.398 0.127
F -7.513 -1.255 5.361 0.164
F -6.166 -0.807 3.776 0.078
O -1.952 -0.111 -1.035 0.030
C -0.990 0.742 -0.672 -0.936
O -0.884 0.915 0.554 -0.085
O -0.134 0.965 -1.538 -0.095
H -2.371 -0.237 -0.180 0.086
```

Gap between HOMO and LUMO ... 0.186 Ha
Energy relative to the best compared isomer or geometry (same formula, charge and spin) ... 6.761 eV
F_max ... 0.09133 hartree/bohr
Charge ... +3
HOMO level ... -9.4 eV